Record 1
{
  "formula": "C45H43IrN7O2PS7",
  "method": "ωB97M-V with the def2-TZVPD basis set",
  "species": ["Ir", "N", "C", "C", "C", "C", "C", "C", "P", "C", "C", "C", "C", "C", "C", "C", "C", "C", "C", "C", "C", "H", "H", "H", "H", "H", "H", "H", "H", "H", "H", "H", "H", "H", "H", "H", "H", "C", "O", "C", "C", "C", "C", "C", "C", "C", "N", "C", "C", "N", "C", "C", "C", "C", "N", "C", "C", "N", "C", "C", "C", "C", "H", "H", "H", "H", "H", "H", "H", "H", "H", "H", "H", "H", "H", "H", "C", "S", "C", "O", "H", "H", "H", "H", "H", "H", "N", "C", "N", "S", "H", "H", "H", "H", "C", "S", "C", "C", "S", "S", "C", "S", "S", "H", "H", "H"],
  "coordinates": [[2.26808, -0.76793, -1.03215], [4.43256, -0.89404, -1.11277], [5.17874, -0.29498, -2.14802], [6.49902, -0.72601, -2.46916], [7.14517, -0.13181, -3.54773], [6.45128, 0.79913, -4.36216], [5.19520, 1.28474, -3.99680], [4.53184, 0.71600, -2.90043], [2.85963, 1.10883, -2.27733], [2.75878, 2.71934, -1.43999], [2.58766, 3.91634, -2.17496], [2.36595, 5.13514, -1.49432], [2.30786, 5.19912, -0.13264], [2.55382, 4.00547, 0.63618], [2.75181, 2.83767, -0.05948], [1.86100, 1.26392, -3.76243], [0.69564, 2.03757, -3.73279], [0.03923, 2.16050, -4.99860], [0.45834, 1.60660, -6.15950], [1.55159, 0.73997, -6.14977], [2.19205, 0.57808, -4.91305], [4.53807, -1.91107, -1.15543], [4.72371, -0.56262, -0.23563], [6.95532, -1.49590, -1.86826], [8.16392, -0.35374, -3.75142], [6.98406, 1.19013, -5.25273], [4.69962, 2.11284, -4.49771], [2.76147, 3.90494, -3.27153], [2.40896, 6.06258, -2.10707], [2.22787, 6.14882, 0.36829], [2.62691, 4.10210, 1.67806], [2.87281, 1.94467, 0.53521], [0.40280, 2.60691, -2.82670], [-0.84763, 2.78183, -5.14634], [-0.10872, 1.80263, -7.06539], [1.85462, 0.15835, -7.01693], [2.97638, -0.17072, -4.79113], [-8.09166, -6.55193, 5.24532], [-7.73009, -5.20397, 5.54206], [-6.57262, -4.75996, 5.05562], [-6.63246, -3.51569, 4.34340], [-5.44491, -2.96471, 3.95380], [-4.20822, -3.66304, 4.04780], [-4.17769, -4.88319, 4.79093], [-5.35009, -5.32573, 5.37678], [-3.09168, -3.26174, 3.26908], [-3.14271, -2.12462, 2.51744], [-1.88342, -2.05846, 1.93748], [-1.09480, -3.16654, 2.31706], [-1.86839, -3.90783, 3.16165], [0.27986, -3.40861, 1.92449], [1.04821, -4.54762, 2.13013], [2.24219, -4.62116, 1.43789], [2.68902, -3.60226, 0.59369], [1.88679, -2.54107, 0.26443], [0.71539, -2.41560, 0.97514], [-0.07996, -1.28905, 0.57073], [0.45318, -0.37544, -0.27271], [-0.25436, 0.72073, -0.63164], [-1.58794, 0.97220, -0.21492], [-2.20006, 0.07947, 0.64630], [-1.39784, -1.04344, 1.06539], [-9.18551, -6.59420, 5.41558], [-7.59061, -7.28048, 5.86774], [-7.85491, -6.87299, 4.20548], [-7.62337, -3.01388, 4.18680], [-5.38554, -1.97717, 3.54302], [-3.24172, -5.40914, 4.87254], [-5.43739, -6.12248, 6.10159], [-1.52264, -4.73396, 3.62021], [0.72039, -5.34107, 2.77599], [2.79512, -5.55273, 1.42297], [3.66555, -3.70237, 0.13564], [0.25742, 1.50101, -1.20649], [-2.20735, 1.77473, -0.67152], [-3.19293, 0.12297, 1.07183], [1.12817, -1.00585, 4.76606], [2.91105, -1.06665, 4.33684], [3.45068, 0.48621, 5.19683], [2.94074, -0.79365, 2.87223], [0.67568, -1.88584, 4.22168], [0.66481, -0.04322, 4.39794], [0.85585, -1.16425, 5.84201], [3.00167, 0.59233, 6.18322], [3.26232, 1.35381, 4.53843], [4.53554, 0.38083, 5.37226], [0.49489, -4.55282, -2.67005], [0.44610, -3.25426, -2.54933], [-0.72794, -2.60688, -2.46390], [1.92956, -2.39260, -2.79655], [-0.29238, -5.24489, -2.51825], [1.33395, -4.98080, -3.01253], [-1.61308, -3.07101, -2.43098], [-0.74117, -1.66664, -2.07422], [-4.04648, 10.14597, -1.19915], [-3.02318, 8.84767, -0.40010], [-3.01591, 7.63350, -1.64076], [-3.24214, 6.28514, -1.30844], [-3.19128, 5.65075, 0.22186], [-3.64463, 5.30810, -2.71788], [-3.43737, 6.56807, -3.99281], [-3.80294, 6.26196, -5.55781], [-2.68646, 8.02159, -3.28755], [-3.82872, 11.11697, -0.69225], [-5.10267, 9.88719, -1.12288], [-3.86231, 10.23491, -2.27003]],
  "atomic_forces_ev_per_a": [[0.57, -0.63, 1.15], [-1.55, -2.18, -0.21], [1.20, 1.16, -2.71], [-1.51, 0.88, 0.17], [-1.64, 0.56, -0.10], [0.78, 0.30, 0.14], [-0.01, -0.20, 0.36], [0.84, -0.80, 1.09], [-0.29, -0.25, -0.24], [-0.40, 1.37, -0.96], [0.65, -0.19, -0.02], [0.63, 0.08, -2.10], [0.75, -1.59, 1.53], [-0.49, 2.13, -2.70], [-0.10, -1.16, 1.12], [-1.09, 0.91, 0.57], [-0.10, 0.36, -1.65], [-1.03, 1.54, 2.13], [0.78, -1.13, -1.11], [0.01, -0.13, 1.14], [0.71, -1.12, -1.01], [0.42, 0.25, 0.33], [0.65, 0.27, 1.78], [0.24, -0.05, 0.08], [0.58, -0.36, -0.31], [-0.55, -0.14, 0.74], [0.26, -0.27, -0.33], [-0.46, 0.15, 0.84], [-0.38, -0.73, 0.58], [-0.17, 0.15, 0.10], [-0.02, -0.29, 1.24], [0.13, -0.33, 0.13], [0.01, -0.44, -1.02], [0.16, -0.02, 0.72], [0.19, -0.08, 0.08], [0.01, 0.24, 0.17], [0.04, 0.28, -0.50], [-0.76, -0.56, -0.47], [-0.57, -0.53, -0.10], [0.23, 2.29, -0.66], [-0.55, -0.76, 0.77], [1.04, -0.05, -0.33], [-1.50, -2.22, 1.31], [-0.40, 1.69, -0.82], [-0.40, -0.66, 0.04], [0.48, 2.22, -1.19], [1.75, -1.89, 0.58], [-0.27, -0.95, 0.72], [0.67, 0.68, 0.03], [-0.62, 0.67, -0.13], [-1.61, 0.78, -0.81], [-0.15, 1.02, -0.42], [0.73, -0.35, -0.46], [-1.52, 0.72, -0.25], [1.25, -0.46, 1.21], [-0.34, 0.79, -1.02], [-1.41, -1.29, 2.07], [1.78, 0.83, -1.43], [-2.46, 2.13, -0.06], [1.14, 0.18, -1.50], [1.07, -2.12, 1.12], [0.01, -0.01, -0.43], [0.73, -0.14, -0.13], [0.11, -0.01, 0.54], [-0.23, 0.70, 0.43], [1.18, -0.56, 0.26], [-0.23, 0.26, -0.45], [0.06, -0.26, 0.35], [0.56, -0.36, -0.16], [-0.48, -0.03, 0.19], [-0.06, -0.27, 0.08], [0.27, 0.21, 0.39], [-0.15, 0.14, -0.25], [-0.20, -0.70, 0.25], [0.99, -0.33, 0.46], [-0.04, 0.28, -0.26], [-1.02, -0.24, -0.19], [-0.67, 0.71, 1.13], [0.57, -0.38, -0.40], [0.12, 0.14, -0.52], [0.46, 1.03, 0.34], [0.60, -1.03, 0.29], [0.74, 0.28, -0.79], [-0.29, -0.07, -0.15], [-0.10, -0.50, 0.33], [-0.42, 0.08, -0.29], [-1.42, -2.48, 0.22], [-0.84, 0.95, -0.33], [0.94, 0.40, 0.77], [0.03, 0.51, -0.53], [1.05, 1.62, -0.31], [0.40, -0.01, 0.11], [-0.24, -0.54, 0.01], [0.21, -0.18, -0.35], [-0.05, 0.72, 0.03], [-0.19, 0.02, -0.58], [0.24, 0.43, 0.40], [-0.07, 0.16, -1.78], [-0.22, -0.18, 0.56], [0.16, 0.39, 0.02], [0.17, -0.54, -0.34], [0.42, 0.43, 1.60], [-0.92, -0.45, -0.22], [-0.15, -0.90, -0.37], [0.10, -0.04, 0.45], [0.45, 0.07, 0.23]],
  "e_above_lowest_ev": 1.093,
  "charge": 3,
  "energy_ha": -5506.3855,
  "spin_multiplicity": 6,
  "s_squared": 8.834,
  "e_homo_ha": [-0.417, -0.462]
}



Record 2
{
  "formula": "C32H40ClCrF3N6OPS3Sb",
  "method": "ωB97M-V with the def2-TZVPD basis set",
  "species": ["Cr", "Cl", "C", "C", "C", "C", "O", "C", "C", "N", "C", "C", "C", "C", "C", "C", "C", "C", "N", "C", "C", "H", "H", "H", "H", "H", "H", "H", "H", "H", "H", "S", "Sb", "S", "S", "N", "P", "N", "C", "C", "C", "C", "C", "N", "C", "C", "C", "C", "C", "N", "C", "C", "C", "C", "C", "H", "H", "H", "H", "H", "H", "H", "H", "H", "H", "H", "H", "H", "H", "H", "H", "H", "H", "H", "H", "H", "H", "H", "H", "H", "H", "H", "H", "H", "H", "F", "C", "F", "F"],
  "coordinates": [[-0.52994, 1.46018, 1.37845], [-3.54061, 4.65271, 7.03037], [-2.58909, 4.06008, 5.71173], [-1.38473, 4.69409, 5.39190], [-0.61547, 4.23949, 4.34635], [-1.03318, 3.13770, 3.59350], [-0.27685, 2.73592, 2.58505], [-2.24572, 2.49851, 3.91278], [-2.76400, 1.37825, 3.19164], [-2.20929, 0.77053, 2.18436], [-2.95498, -0.29510, 1.60979], [-3.82272, -1.07458, 2.34614], [-4.85448, -1.80571, 1.73271], [-5.07829, -1.68644, 0.38927], [-4.15184, -0.97999, -0.40714], [-4.37517, -0.68751, -1.77863], [-3.47477, 0.05990, -2.47534], [-2.23030, 0.32978, -1.88417], [-1.97539, -0.03592, -0.63896], [-3.00044, -0.44899, 0.20071], [-3.01898, 2.98128, 4.98581], [-1.06579, 5.54853, 5.97365], [0.30802, 4.72777, 4.07037], [-3.74288, 1.03679, 3.51787], [-3.74682, -1.07489, 3.42538], [-5.52253, -2.39055, 2.34999], [-5.94813, -2.12740, -0.07980], [-5.29248, -1.02956, -2.24185], [-3.63812, 0.36605, -3.49752], [-1.39105, 0.69866, -2.45259], [-3.95520, 2.49900, 5.23674], [0.84538, 5.47065, 1.15856], [-0.92209, 5.42853, -0.17815], [-1.41946, 2.91561, -0.54124], [-2.77253, 3.94549, 0.70816], [-0.69493, -0.01745, -0.10077], [0.64061, -0.41281, -0.99292], [1.36814, 0.99293, -1.42934], [1.71173, 2.04846, -0.45271], [3.20526, 2.29727, -0.32389], [3.81072, 2.56736, -1.70396], [3.38077, 1.53607, -2.75246], [1.86640, 1.38533, -2.75930], [1.63815, -1.27550, -0.04185], [3.05895, -1.00507, 0.21785], [3.91495, -2.22622, -0.07952], [3.47266, -3.45485, 0.74243], [2.09651, -3.23584, 1.37182], [1.15013, -2.61895, 0.36006], [0.24901, -1.31534, -2.32293], [1.43343, -1.69335, -3.15267], [1.49800, -3.18998, -3.40409], [0.28705, -3.62705, -4.23405], [-0.96772, -2.84693, -3.80148], [-0.82682, -2.33573, -2.37673], [1.28569, 1.87759, 0.54652], [1.24028, 2.97111, -0.79997], [3.69735, 1.46805, 0.18057], [3.33272, 3.17225, 0.31647], [4.89783, 2.60719, -1.63347], [3.48530, 3.55752, -2.03883], [3.84808, 0.56456, -2.56050], [3.71180, 1.85299, -3.74348], [1.51234, 0.69079, -3.51310], [1.41059, 2.35557, -2.98986], [3.18697, -0.69200, 1.25579], [3.36342, -0.17827, -0.41537], [4.95234, -1.96688, 0.13704], [3.87426, -2.44808, -1.15025], [4.20323, -3.68571, 1.51761], [3.43015, -4.33022, 0.09038], [2.15242, -2.59019, 2.25042], [1.67671, -4.18535, 1.70569], [0.14878, -2.52397, 0.76977], [1.09768, -3.27095, -0.51801], [2.34468, -1.34415, -2.65903], [1.37027, -1.18459, -4.11845], [1.53973, -3.72777, -2.45440], [2.43056, -3.41428, -3.92338], [0.12872, -4.69995, -4.12358], [0.48343, -3.44809, -5.29207], [-1.85766, -3.47449, -3.85767], [-1.14320, -1.99361, -4.46210], [-0.60121, -3.17242, -1.70996], [-1.77067, -1.92542, -2.03991], [1.83673, 0.18285, 2.52155], [0.47135, 0.13613, 2.62971], [0.14670, -1.18694, 2.53593], [0.20956, 0.43551, 3.92661]],
  "atomic_forces_ev_per_a": [[0.12, 0.09, 0.07], [-0.01, 0.00, 0.01], [-0.02, 0.01, 0.00], [0.03, 0.00, 0.00], [-0.03, -0.02, 0.00], [0.01, 0.09, 0.05], [-0.16, -0.19, -0.26], [0.01, -0.03, 0.03], [0.06, 0.00, -0.08], [-0.09, 0.00, -0.02], [-0.07, -0.02, 0.06], [0.04, 0.03, -0.04], [-0.03, -0.02, -0.02], [-0.01, -0.04, 0.03], [-0.02, 0.06, -0.04], [-0.05, -0.06, 0.02], [0.15, -0.01, 0.01], [-0.08, -0.12, -0.10], [-0.03, 0.31, -0.02], [0.01, 0.07, -0.04], [0.02, 0.00, -0.01], [0.00, 0.00, -0.01], [0.00, -0.01, -0.01], [-0.01, 0.00, -0.01], [0.00, 0.01, -0.01], [0.00, 0.00, -0.01], [0.01, 0.02, 0.01], [0.01, 0.01, 0.00], [-0.02, -0.01, 0.00], [-0.04, 0.07, 0.01], [0.01, 0.00, 0.00], [0.10, 0.00, 0.08], [-0.06, 0.05, -0.10], [-0.30, -0.13, 0.38], [0.08, 0.03, -0.15], [0.01, -0.25, 0.29], [0.10, 0.12, 0.20], [0.15, -0.15, -0.17], [-0.15, 0.27, -0.01], [0.04, 0.11, 0.04], [0.00, 0.00, -0.03], [0.03, 0.01, 0.01], [-0.13, 0.05, 0.02], [-0.15, 0.00, 0.07], [0.15, -0.02, -0.06], [0.02, -0.06, -0.02], [0.00, -0.01, -0.01], [0.02, -0.03, 0.07], [0.07, 0.04, -0.01], [0.06, 0.19, -0.22], [0.02, 0.00, -0.03], [0.03, -0.02, -0.01], [0.00, 0.00, 0.00], [0.00, 0.01, 0.00], [-0.01, -0.10, 0.14], [0.34, -0.32, 0.06], [0.01, -0.01, 0.00], [0.03, 0.17, -0.02], [-0.01, 0.01, -0.02], [0.00, 0.00, -0.01], [-0.01, -0.01, 0.00], [-0.02, -0.01, 0.03], [0.00, 0.00, 0.00], [0.04, -0.01, 0.01], [-0.01, 0.00, 0.00], [0.05, -0.08, -0.19], [-0.02, -0.20, -0.02], [0.00, -0.02, -0.01], [-0.05, 0.00, 0.00], [-0.01, 0.03, 0.02], [0.02, -0.01, 0.01], [0.04, -0.03, -0.07], [0.00, 0.00, 0.02], [-0.10, 0.01, 0.01], [0.07, 0.02, 0.02], [-0.04, -0.03, -0.01], [0.01, -0.01, 0.01], [0.00, 0.01, -0.04], [-0.02, -0.01, -0.02], [0.00, 0.00, 0.02], [0.00, -0.01, 0.00], [0.01, -0.01, -0.02], [0.01, 0.00, 0.01], [0.00, 0.00, -0.01], [0.02, 0.03, 0.01], [-0.08, 0.08, 0.21], [-0.16, 0.07, -0.21], [-0.07, -0.06, -0.02], [0.03, 0.07, 0.10]],
  "charge": 1,
  "energy_ha": -5227.4226,
  "spin_multiplicity": 2,
  "s_squared": 0.769,
  "e_homo_ha": [-0.365, -0.364]
}